Entry 1:
59
Properties=species:S:1:pos:R:3 method="wB97M-V/def2-TZVPD" largest_force_ha_per_bohr=0.0231 e_tot_ev=-117192.0877 multiplicity=4 s2=3.9996 charge=+3
Mo 2.456 1.472 0.638
As 5.219 2.012 2.447
F 6.481 3.057 2.274
F 5.362 1.390 3.987
F 5.766 0.587 1.744
F 4.418 2.277 0.774
F 3.244 0.697 2.284
F 3.973 3.055 2.933
O -2.347 -1.560 -0.465
N 1.785 2.337 -0.910
N -3.729 -3.187 -1.060
N 3.191 -2.482 -0.458
N -0.671 1.695 3.393
N 3.037 -0.256 -0.415
N -1.168 2.545 2.457
N 2.730 -2.014 -1.639
N 0.879 2.166 1.852
N -4.450 -2.260 -0.487
C -1.364 -3.448 -1.661
C -5.802 1.351 1.268
C 0.664 -4.828 -2.915
C -1.609 -4.737 -2.177
C 2.299 -2.962 -2.664
C 1.326 2.968 -1.897
C -2.454 -2.770 -1.067
C 0.918 -3.536 -2.421
C -0.090 -2.853 -1.783
C -5.380 0.197 0.636
C 3.371 -1.418 0.262
C 0.550 1.485 3.021
C -3.055 0.794 1.128
C -0.584 -5.422 -2.796
C -3.624 -1.272 -0.115
C -2.585 2.894 2.509
C -4.003 -0.078 0.550
C -4.868 2.202 1.833
C -0.263 2.807 1.538
C 2.621 -0.699 -1.609
C -3.489 1.925 1.775
B 1.866 4.357 -2.453
H 2.685 4.320 -3.302
H 0.069 -1.861 -1.377
H 1.463 -5.374 -3.404
H -0.409 3.482 0.711
H 3.036 -3.763 -2.663
H -0.750 -6.417 -3.185
H -6.856 1.581 1.332
H -2.700 3.912 2.137
H -5.208 3.094 2.346
H -2.840 2.895 3.569
H 0.479 2.514 -2.436
H 1.259 0.891 3.575
H 3.780 -1.425 1.259
H -2.592 -5.175 -2.074
H 1.382 5.345 -2.023
H -2.004 0.532 1.090
H 2.316 -0.093 -2.446
H 2.357 -2.454 -3.627
H -6.091 -0.494 0.203

=====

Entry 2:
74
Properties=species:S:1:pos:R:3 method="wB97M-V/def2-TZVPD" largest_force_ha_per_bohr=0.1776 e_tot_ev=-361828.3372 charge=-2
I -3.417 1.748 -1.373
Sb -2.157 3.215 4.010
Y -0.907 0.444 0.560
Se -0.680 1.335 2.749
Se -3.503 4.268 5.847
Se -0.698 5.184 3.817
Se -2.168 2.170 1.554
Cl -1.847 -1.815 -5.585
S -2.582 -1.766 1.392
S 1.593 2.642 0.782
O -1.328 -1.379 2.069
O -0.446 1.690 -1.074
O -2.783 -3.193 1.296
N -0.195 -1.194 -0.561
N 1.528 0.935 0.920
N -5.896 2.177 4.115
N 1.464 -1.517 2.003
N 1.618 0.630 -2.613
N -1.737 -2.727 -1.518
N 3.865 0.894 0.797
N -2.474 -1.018 -0.052
C -4.934 -0.381 1.646
C 2.378 -3.696 2.341
C 3.976 1.867 -0.213
C 2.326 -0.813 -4.383
C 3.704 -1.978 1.337
C -3.481 -0.488 3.569
C 2.613 -1.114 1.469
C 0.813 -1.899 -1.060
C 1.349 -2.764 2.428
C -1.458 -1.666 -0.743
C 1.034 -1.066 -4.746
C 2.572 0.054 -3.302
C -1.398 -0.705 -4.305
C -5.284 1.110 3.522
C -2.020 0.778 -2.553
C -2.384 -0.092 -3.586
C -0.711 -3.410 -1.999
C 3.575 -3.286 1.777
C 0.331 0.392 -2.954
C 0.618 -3.066 -1.758
C -0.028 -0.470 -4.033
C 4.067 3.784 -2.216
C -5.687 0.591 2.279
C -4.203 0.501 4.186
C -3.815 -0.906 2.279
C 2.627 0.297 1.034
C 5.056 1.904 -1.084
C 2.978 3.734 -1.355
C 5.106 2.873 -2.080
C 2.939 2.783 -0.346
C -0.699 1.002 -2.135
H 3.585 0.286 -2.984
H 2.157 4.434 -1.446
H 3.154 -1.268 -4.913
H -6.493 2.749 3.544
H 0.383 -3.029 2.845
H -3.853 0.948 5.105
H -5.341 2.692 4.810
H 5.949 2.898 -2.759
H 2.238 -4.709 2.692
H 4.102 4.529 -3.001
H 4.403 -3.977 1.676
H 1.450 -3.646 -2.128
H -5.173 -0.693 0.637
H 4.627 -1.657 0.873
H -2.602 -0.893 4.048
H 5.858 1.180 -0.974
H -0.972 -4.271 -2.608
H 1.797 -1.488 -0.878
H -6.536 1.028 1.765
H -3.425 -0.285 -3.799
H 0.811 -1.728 -5.573
H 4.670 0.306 0.919

=====

Entry 3:
15
Properties=species:S:1:pos:R:3 method="wB97M-V/def2-TZVPD" largest_force_ha_per_bohr=0.1424 e_tot_ev=-12230.0650 charge=+1
O 1.326 -1.759 0.040
O 3.214 -0.475 0.144
N 1.654 1.584 0.140
N -0.961 -0.960 -0.297
N 1.843 -0.620 0.067
N 1.080 0.413 0.185
C -3.187 0.252 -0.179
C -2.045 -0.514 -0.167
H 0.143 -1.520 -0.001
H 2.688 1.621 0.163
H -3.733 -0.442 -0.842
H 3.609 -1.273 0.088
H 1.203 2.299 0.548
H -3.014 1.239 -0.578
H -3.822 0.156 0.689

=====

Entry 4:
23
Properties=species:S:1:pos:R:3 method="wB97M-V/def2-TZVPD" largest_force_ha_per_bohr=0.1623 e_tot_ev=-34386.0878 multiplicity=3 s2=2.0103 charge=0
Cl -0.839 -2.869 -0.008
P -0.599 -1.011 0.565
O -0.998 -0.768 1.924
C 3.067 0.305 0.704
C 2.008 -1.307 -0.632
C -1.245 1.383 -0.202
C 1.748 0.333 0.941
C -3.477 0.864 -0.018
C -2.435 1.914 0.127
C -1.437 0.028 -0.759
C -2.932 -0.186 -0.633
C 1.133 -0.804 0.257
C 3.410 -0.692 -0.320
H -3.486 -1.086 -0.768
H -4.404 1.145 0.336
H 3.992 -1.439 0.057
H 1.717 -2.072 -1.212
H 1.234 1.006 1.586
H -2.755 2.850 0.451
H -0.265 1.851 -0.409
H -1.010 -0.257 -1.647
H 3.675 -0.115 -1.266
H 3.899 0.929 0.923

=====

Entry 5:
80
Properties=species:S:1:pos:R:3 method="wB97M-V/def2-TZVPD" largest_force_ha_per_bohr=0.0293 e_tot_ev=-79226.0967 multiplicity=2 s2=0.7559 charge=-1
Tl 6.264 12.320 12.878
I 5.778 13.993 6.480
Sb 8.302 12.793 16.466
Sb 10.091 10.735 13.824
S 4.365 15.749 12.303
Si 10.024 9.250 11.679
O 6.861 14.371 14.403
N 7.888 16.176 13.516
N 7.970 12.125 9.513
N 6.334 16.416 15.233
N 7.267 12.979 10.284
C 6.484 13.661 9.460
C 11.005 9.974 10.228
C 4.744 14.204 12.381
C 6.998 18.397 14.016
C 10.887 10.184 16.029
C 8.385 9.360 14.361
C 9.309 11.795 18.095
C 12.382 10.491 13.473
C 8.645 14.814 17.291
C 10.765 7.569 12.045
C 6.583 17.835 15.359
C 9.959 9.564 17.019
C 8.082 8.211 18.694
C 9.766 8.190 16.959
C 9.181 10.287 17.963
C 8.273 9.594 18.761
C 7.026 15.595 14.389
C 7.707 12.279 8.218
C 8.171 17.592 13.465
C 6.725 13.259 8.146
C 5.354 15.805 16.121
C 6.319 12.402 17.266
C 8.779 15.334 12.713
C 8.841 7.511 17.759
C 8.292 8.879 11.040
H 8.262 14.876 18.328
H 8.353 17.878 12.440
H 8.458 15.326 11.672
H 8.191 11.684 7.442
H 7.676 10.140 19.485
H 8.188 15.605 16.717
H 8.884 12.159 19.039
H 10.189 7.077 12.835
H 7.371 7.741 19.332
H 9.733 14.942 17.324
H 9.798 15.734 12.761
H 7.380 18.042 16.096
H 4.918 14.928 15.630
H 11.667 9.467 15.781
H 7.691 9.779 10.865
H 6.153 18.319 13.330
H 7.670 9.583 13.571
H 11.320 11.140 16.378
H 12.714 10.793 12.461
H 11.811 7.630 12.363
H 8.753 14.305 13.050
H 10.692 11.007 10.001
H 12.686 9.455 13.668
H 12.850 11.155 14.208
H 6.214 11.331 17.352
H 10.371 12.113 18.007
H 5.577 12.780 16.570
H 10.336 7.628 16.206
H 10.707 6.932 11.142
H 12.064 9.988 10.520
H 8.657 11.539 9.965
H 8.752 6.435 17.687
H 6.158 12.874 18.239
H 10.896 9.410 9.283
H 5.798 14.381 9.871
H 4.573 16.533 16.329
H 7.233 19.459 14.084
H 8.641 8.295 14.302
H 5.808 15.460 17.067
H 7.910 9.577 15.323
H 5.693 18.314 15.746
H 7.699 8.296 11.753
H 8.275 8.305 10.106
H 9.090 17.814 14.055

=====

Entry 6:
13
Properties=species:S:1:pos:R:3 method="wB97M-V/def2-TZVPD" largest_force_ha_per_bohr=0.0434 e_tot_ev=-8256.2984 charge=0
N 1.856 -0.181 1.857
N -0.269 0.917 -0.731
C 1.172 -0.161 0.891
C -1.052 1.313 0.255
C -0.326 -1.255 0.277
C -0.088 -0.487 -0.990
C 1.047 0.386 -0.540
H -0.746 2.157 0.866
H 0.119 -2.252 0.278
H -0.190 -0.846 -2.010
H 1.883 0.742 -1.133
H -2.073 0.952 0.290
H -1.334 -1.285 0.691

=====

Entry 7:
198
Properties=species:S:1:pos:R:3 method="wB97M-V/def2-TZVPD" largest_force_ha_per_bohr=0.0519 e_tot_ev=-91097.3358 smiles=CC1(C)CCCC(C)(C)N1O.CC1(C)CCCC(C)(C)N1O.CC1(C)CCCC(C)(C)N1O.CC1(C)CCCC(C)(C)N1O.CC1(C)CCCC(C)(C)N1O.COCCOC.COCCOC.COCCOC charge=0
O 3.070 5.527 -6.279
O -5.154 -6.518 -0.474
O 0.215 4.757 -2.218
O 3.627 3.060 -4.950
O 1.976 -1.286 1.478
O -2.682 -2.196 6.852
O 5.164 -2.652 -0.264
O 5.599 0.569 -1.930
O 0.396 3.275 5.749
O 1.393 6.263 0.076
O -0.341 -5.467 -4.837
N -0.704 -4.931 -6.109
N -0.247 4.531 5.800
N -4.882 -5.139 -0.236
N -1.452 -1.667 6.340
N 1.294 -0.806 0.363
C 3.330 5.452 -4.909
C 0.524 -4.717 -6.907
C -2.924 -5.825 1.083
C 1.517 -3.765 -6.246
C -2.094 -3.375 -7.424
C -0.831 -2.941 -8.158
C 2.922 4.122 -4.332
C 5.676 -0.812 -1.785
C 3.279 1.845 -4.318
C -2.459 -0.352 4.524
C -3.184 -3.491 0.338
C 0.083 0.177 -2.070
C 0.683 -0.096 5.266
C 0.003 6.133 -1.911
C -3.424 -4.957 -0.079
C 4.929 -3.129 1.033
C -2.281 3.842 4.688
C 2.032 5.703 5.751
C -1.847 -2.791 4.164
C -1.824 -4.017 -6.045
C 2.526 -1.961 -1.495
C 1.189 -6.085 -7.260
C -0.629 -1.313 8.656
C -1.620 -2.859 -5.045
C 2.620 1.198 -0.424
C 6.676 1.344 -1.482
C 1.811 4.936 0.334
C 1.247 6.695 -1.231
C -0.328 4.684 3.316
C -5.363 -2.829 -0.745
C -1.397 0.665 7.376
C -2.547 -5.165 -1.349
C 0.174 -1.320 -1.717
C -0.773 -0.742 7.242
C 5.519 -1.299 -0.326
C -7.132 -4.569 -0.808
C 0.835 -3.157 -0.200
C 0.090 -4.127 -8.248
C -1.724 6.217 4.735
C 1.108 1.329 1.531
C -0.064 -1.090 4.349
C -3.101 -4.756 -5.616
C -5.654 -4.284 -1.144
C 3.552 6.668 -6.954
C -5.362 -4.491 -2.651
C -0.986 4.023 -2.390
C 0.672 -0.570 6.681
C -1.092 4.829 4.656
C -3.884 -2.462 -0.541
C -0.024 6.933 6.427
C 1.199 -1.762 -0.724
C 0.630 5.543 6.418
C 0.824 5.132 7.867
C 1.297 0.657 0.158
C -0.753 7.304 5.155
C -1.477 -1.492 4.893
C 0.168 0.992 -0.806
H -3.089 -6.894 0.953
H 2.709 -2.844 -2.110
H 3.091 4.117 -3.249
H -2.675 -4.025 -8.085
H 6.601 -1.153 -2.273
H -1.939 0.572 4.270
H -0.847 6.329 -1.248
H -0.478 -2.392 8.650
H -4.018 -4.179 -5.741
H 3.200 6.599 -7.979
H 0.136 1.094 1.958
H 3.370 -2.022 -0.793
H -5.110 -6.884 0.414
H -2.487 -2.200 -5.098
H -1.395 -3.635 4.696
H -3.024 -4.987 -4.549
H -1.556 1.313 6.515
H 1.189 0.178 7.291
H 3.410 1.248 0.331
H 1.316 4.159 7.901
H 1.891 6.005 4.711
H -0.587 7.133 7.343
H -0.763 -2.223 -5.282
H 4.924 -0.576 0.233
H 0.779 7.675 6.492
H -2.112 -3.276 0.402
H 1.287 5.875 8.519
H 2.966 6.351 -4.399
H -4.813 -5.421 -2.798
H -3.225 -0.200 5.280
H 0.395 3.871 3.270
H -0.985 -2.486 -9.140
H -2.588 6.319 5.397
H 1.351 -1.262 2.209
H 2.815 -1.092 -2.095
H -0.069 2.818 6.460
H -3.479 -3.375 1.392
H -1.858 -5.637 1.214
H -2.366 -3.093 6.999
H -2.993 -6.033 -1.855
H 4.938 -1.317 -2.420
H 0.528 -6.891 -6.942
H -1.244 8.279 5.208
H -1.593 -1.235 9.170
H 0.985 4.240 0.177
H 0.169 5.622 3.068
H -1.502 4.454 -3.253
H 3.948 1.087 -4.730
H -1.898 2.820 4.762
H -0.769 0.370 -2.723
H -1.407 -3.242 -4.046
H -0.833 -1.596 -1.367
H -0.688 -6.361 -4.928
H 3.429 1.807 -3.237
H -1.514 -5.427 -1.145
H 1.952 1.068 2.170
H 0.235 0.873 5.042
H 5.771 -2.968 1.711
H -7.350 -4.081 0.143
H 1.283 2.397 1.385
H 2.547 2.256 -0.705
H -0.286 -4.931 -8.880
H -4.797 -3.674 -3.107
H -3.419 -5.514 2.005
H -1.644 -2.763 3.100
H -7.467 -5.602 -0.771
H 2.132 4.901 1.371
H -5.930 -2.598 0.157
H 2.548 4.744 5.784
H 3.998 -2.734 1.453
H 2.062 6.437 -1.926
H -2.083 6.475 3.735
H 1.650 -3.923 -5.173
H -0.138 5.011 8.379
H -0.380 -2.083 -7.648
H -7.773 -4.070 -1.541
H -2.852 3.799 3.752
H -3.307 -5.724 -6.078
H -0.693 3.034 -2.743
H -3.081 4.017 5.409
H -2.892 -2.985 4.430
H 1.137 -1.541 6.862
H 4.403 5.469 -4.653
H 2.127 -6.225 -6.720
H -5.599 -2.157 -1.574
H -0.031 -0.548 3.397
H 2.606 4.604 -0.338
H 2.596 6.490 6.246
H -1.589 3.923 -1.488
H 1.399 -6.160 -8.324
H -3.723 -1.411 -0.319
H -2.396 0.478 7.783
H 0.492 -1.993 4.076
H -0.816 1.230 8.109
H 1.011 -3.707 -8.670
H 6.744 1.453 -0.395
H 1.858 3.873 -4.429
H 1.714 -0.005 4.908
H 1.180 7.780 -1.329
H 2.944 0.688 -1.327
H -0.796 0.888 -0.286
H 0.182 2.076 -0.950
H 6.580 -1.287 -0.030
H -2.766 -4.398 -2.087
H 1.661 -3.634 0.326
H -3.340 -2.666 -1.472
H 2.513 -3.800 -6.686
H 3.136 7.565 -6.479
H 0.293 -1.888 -2.642
H 4.642 6.727 -6.897
H -1.070 4.464 2.544
H 4.769 -4.208 1.019
H -2.966 -0.622 3.591
H -0.220 6.629 -2.862
H -6.233 -4.574 -3.305
H 0.083 -0.696 9.197
H 0.008 -3.038 0.515
H 0.418 -3.901 -0.882
H 7.612 0.809 -1.712
H -2.754 -2.522 -7.249
H 2.269 1.576 -4.648
H -0.062 7.484 4.321
H 6.763 2.300 -1.989
H 1.092 -2.761 -6.295
H 0.905 0.358 -2.777

=====

Entry 8:
6
Properties=species:S:1:pos:R:3 method="wB97M-V/def2-TZVPD" largest_force_ha_per_bohr=0.0762 e_tot_ev=-7220.0768 charge=-1
O 0.681 -0.318 -2.265
O -0.780 -0.084 2.523
C 0.638 -0.944 -1.217
C -0.454 0.259 1.382
C -0.026 0.189 0.168
H -0.059 0.898 -0.591